Entry 1:
C5H11IN2O2S | ωB97M-V/def2-TZVPD

The total charge is 0. The SMILES is CNCC[S@@](C)(=O)=NC(=O)I.

Geometry as XYZ:
```
22
Properties=species:S:1:pos:R:3:mulliken_charge:R:1
C 0.5177 2.5154 -0.7824 -0.93
N 0.3559 2.2271 0.6638 -0.53
C 0.2040 0.7941 0.8205 -0.42
C -1.2167 0.4167 0.5066 -0.48
S -1.1780 -1.3342 0.1644 1.03
C 0.1263 -2.1118 1.1773 -1.18
O -2.4723 -1.8982 0.4384 -0.74
N -0.7154 -1.2236 -1.3115 -0.50
C 0.5338 -1.8813 -1.6641 0.46
O 1.0118 -2.8592 -1.2435 -0.45
I 1.4029 -0.5543 -3.0838 -0.01
H 0.3491 3.5490 -1.0356 0.29
H 1.4245 2.1186 -1.0472 0.40
H -0.2752 2.0206 -1.3790 0.23
H 1.2398 2.5021 1.0091 0.30
H 0.4024 0.4646 1.8485 0.38
H 0.8869 0.2758 0.1683 0.23
H -1.3860 0.8265 -0.4489 0.33
H -1.9996 0.7080 1.2610 0.30
H 0.0942 -3.1350 0.7923 0.49
H 1.0287 -1.5548 0.9690 0.42
H -0.3348 -1.8661 2.1767 0.36
```

***

Entry 2:
C5H11IN3 | ωB97M-V/def2-TZVPD

The total charge is +1.

Geometry as XYZ:
```
20
Properties=species:S:1:pos:R:3:mulliken_charge:R:1
C -0.8122 0.3992 -0.0423 -0.33
C 0.5030 0.2836 0.5996 0.32
C 0.5021 -0.3537 1.9861 -1.44
C 2.1549 0.2908 -1.2132 -0.97
C -2.3674 -0.5355 -1.6512 -0.82
N 1.2570 -0.5027 -0.3830 0.55
N 0.6403 -1.4404 -0.9427 -0.69
N -1.0272 -0.3736 -0.9922 -0.07
I 0.2499 -3.1161 -0.1004 0.35
H -1.5661 1.0180 0.2942 0.58
H 1.0368 1.2924 0.7874 0.35
H 0.4125 0.4135 2.7363 0.42
H 1.5167 -0.9740 2.0263 0.31
H -0.2502 -1.0575 2.0956 0.39
H 2.4543 -0.4242 -2.0173 0.34
H 1.5381 0.9949 -1.6790 0.39
H 2.9575 0.5799 -0.5836 0.36
H -3.1033 0.3379 -1.4742 0.25
H -2.7704 -1.3903 -1.1885 0.37
H -2.1223 -0.7964 -2.6752 0.34
```

***

Entry 3:
C5H11N | ωB97M-V/def2-TZVPD

The total charge is 0.

Geometry as XYZ:
```
17
Properties=species:S:1:pos:R:3:mulliken_charge:R:1
C -2.9917 -1.0149 0.8913 -0.74
C 2.3847 0.9513 -1.4843 -0.84
C 1.8463 0.3682 -0.3617 0.99
C 2.6173 -0.0184 0.7028 -0.93
C 0.3314 0.3728 -0.2012 -1.09
N -2.5298 -0.2928 -0.2547 -0.46
H -2.3830 -1.9174 1.0026 0.24
H -4.0166 -1.4040 0.8224 0.33
H 3.4264 0.8367 -1.7641 0.29
H 1.7953 1.4999 -2.2076 0.28
H 2.1446 -0.4833 1.5551 0.29
H 3.6945 0.0598 0.6438 0.32
H -0.1845 0.4800 -1.1471 0.36
H 0.0719 1.2604 0.3732 0.29
H -0.0143 -0.5345 0.2763 0.28
H -3.3053 0.2414 -0.6484 0.16
H -2.8873 -0.4051 1.8015 0.24
```

***

Entry 4:
C5H11N | ωB97M-V/def2-TZVPD

The total charge is 0. The SMILES is CN1CC1(C)C.

Geometry as XYZ:
```
17
Properties=species:S:1:pos:R:3:mulliken_charge:R:1
C 1.7248 0.4634 -0.6672 -0.51
N 1.1709 -0.3847 0.3537 -0.40
C 0.5364 0.1697 1.5402 -0.43
C -0.2411 -0.3431 0.3488 0.89
C -0.9684 0.9665 -0.7392 -1.41
C -1.0969 -1.5939 0.1940 -1.50
H 1.9400 -0.1571 -1.5453 0.24
H 0.8565 1.1212 -0.9138 0.14
H 2.6376 0.9638 -0.3294 0.28
H 0.4172 1.2451 1.6782 0.26
H 0.8364 -0.3467 2.4643 0.26
H -1.8692 1.1070 -0.1703 0.43
H -1.2038 0.5272 -1.7233 0.38
H -0.7137 2.0318 -1.0387 0.36
H -2.0564 -1.4582 0.7010 0.30
H -1.2893 -1.7253 -0.8752 0.31
H -0.6647 -2.5395 0.5605 0.40
```

***

Entry 5:
C5H11N | ωB97M-V/def2-TZVPD

The total charge is 0. The SMILES is CC(C)=C(C)N.

Geometry as XYZ:
```
17
Properties=species:S:1:pos:R:3:mulliken_charge:R:1
C -1.3259 -0.9537 -1.1290 -1.28
C -0.1874 -0.6713 -0.2187 0.66
C 0.6057 -1.7201 0.5430 -1.29
C -0.0300 0.6131 0.1710 0.48
C 1.2376 1.2540 0.6682 -1.35
N -1.0342 1.6157 -0.0964 -0.64
H -1.5361 -2.0212 -1.2628 0.35
H -1.0666 -0.6403 -2.1552 0.27
H -2.2718 -0.4671 -0.8824 0.33
H 1.6419 -1.4080 0.4394 0.28
H 0.4714 -2.7348 0.1748 0.38
H 0.4085 -1.7146 1.6188 0.30
H 1.0789 1.9478 1.4925 0.33
H 2.0278 0.5375 0.9445 0.33
H 1.7309 1.7865 -0.1568 0.31
H -1.1600 2.3226 0.6214 0.29
H -0.5909 2.2539 -0.7722 0.27
```

***

Entry 6:
C5H11N | ωB97M-V/def2-TZVPD

The total charge is 0. The SMILES is CC[C@H]1CN1C.

Geometry as XYZ:
```
17
Properties=species:S:1:pos:R:3:mulliken_charge:R:1
C -1.9013 0.4547 -1.1062 -1.19
C -0.4979 -0.0775 -1.1004 -0.16
C -0.2401 -0.8688 0.2028 -0.61
C 0.9383 -1.7222 0.5944 -0.30
N 1.0680 -0.3223 0.4610 -0.15
C 1.0851 0.6664 1.4764 -0.87
H -2.6008 -0.3730 -1.1999 0.30
H -2.0868 0.9632 -0.1484 0.31
H -2.0338 1.1890 -1.9027 0.36
H -0.1906 -0.6599 -1.9693 0.34
H 0.1696 0.8100 -1.1238 0.26
H -0.9700 -0.8289 1.0421 0.28
H 1.4618 -2.3433 -0.1273 0.23
H 0.9821 -2.0661 1.6287 0.29
H 0.5449 1.5462 1.0822 0.26
H 2.1174 0.9490 1.6559 0.33
H 0.5721 0.3386 2.3926 0.33
```

***

Entry 7:
C5H11N | ωB97M-V/def2-TZVPD

The total charge is 0. The SMILES is CC(C)=C(C)N.

Geometry as XYZ:
```
17
Properties=species:S:1:pos:R:3:mulliken_charge:R:1
C -0.4154 -0.3577 1.8053 -1.72
C 0.2720 -0.4445 0.4443 0.70
C 0.2046 -1.8624 -0.1792 -1.29
C 0.3980 0.6575 -0.2836 0.42
C 0.1825 0.8259 -1.7640 -1.43
N 0.4120 1.9496 0.4010 -0.52
H -1.3561 0.1923 1.7494 0.45
H -1.0010 -1.2722 1.9631 0.38
H 0.1920 -0.0891 2.6270 0.38
H 1.1152 -2.1610 -0.8293 0.28
H 0.0901 -2.7168 0.4219 0.43
H -0.6604 -1.9087 -0.8882 0.25
H -0.0185 1.7929 -2.1014 0.55
H -0.7939 0.4190 -2.0874 0.30
H 1.0518 0.4412 -2.2299 0.30
H 0.4459 2.6378 -0.3938 0.26
H -0.1188 1.8961 1.3449 0.25
```

***

Entry 8:
C5H11N | ωB97M-V/def2-TZVPD

The total charge is 0. The SMILES is CC/C=C/NC.

Geometry as XYZ:
```
17
Properties=species:S:1:pos:R:3:mulliken_charge:R:1
C 1.8519 0.8775 2.2366 -1.08
C 0.4687 0.3961 1.6844 -0.30
C 0.4154 0.1689 0.2041 -0.26
C -0.3713 -0.7124 -0.4147 -0.47
N -0.5524 -0.6783 -1.8183 -0.24
C -1.8645 -0.6441 -2.4176 -0.88
H 2.5339 0.7826 1.3951 0.33
H 2.2201 0.1447 2.9497 0.29
H 1.8151 1.9201 2.5095 0.32
H 0.0787 -0.4854 2.1951 0.34
H -0.2202 1.2108 1.9397 0.20
H 1.0404 0.8226 -0.3945 0.31
H -1.0875 -1.3712 0.0644 0.33
H 0.2433 -0.6492 -2.4256 0.24
H -2.4198 0.1934 -2.0070 0.29
H -1.7217 -0.4163 -3.4710 0.32
H -2.4301 -1.5599 -2.2296 0.26
```

***

HOMO-LUMO gap for the records above, in order: 9.78; 8.31; 2.71; 10.09; 9.24; 9.84; 8.59; 8.87 eV
ΔE to the lowest compared entry with this formula, charge and spin for the records above, in order: 0.00; 516.75; 683.30; 314.82; 119.84; 250.78; 215.64; 137.16 kJ/mol
Energy for the records above, in order: -1152.88915; -658.66393; -251.60227; -251.74262; -251.81689; -251.76701; -251.78040; -251.81029 a.u.